Molecular formula: C69H159N5O13
Method: DFT, ωB97M-V with the def2-TZVPD basis set

Each line ends with the Mulliken charge.
Geometry (Å):
C -2.994 7.235 -4.857  -2.079
C -3.032 5.774 -4.449  1.763
C -2.759 4.874 -5.590  -1.475
C -2.538 3.448 -5.110  -0.247
C -1.174 3.428 -4.420  -0.264
C -1.211 4.330 -3.119  2.227
N -1.839 5.577 -3.544  0.145
O -2.061 6.373 -2.378  -0.501
C -2.028 3.712 -1.939  -0.508
C 0.270 4.605 -2.764  -1.779
C -4.360 5.494 -3.694  -1.540
H -2.130 7.470 -5.414  0.448
H -2.964 7.933 -4.017  0.406
H -3.908 7.438 -5.427  0.396
H -3.634 4.905 -6.252  0.447
H -1.874 5.264 -6.064  0.351
H -2.487 2.740 -5.983  0.312
H -3.332 3.108 -4.509  0.224
H -0.497 3.914 -5.183  0.509
H -0.723 2.444 -4.227  -0.951
H -3.038 3.466 -2.306  -0.242
H -1.637 2.754 -1.530  -0.169
H -2.096 4.432 -1.109  0.512
H 0.903 5.157 -3.439  0.570
H 0.370 5.009 -1.731  0.361
H 0.865 3.634 -2.715  -0.175
H -4.549 4.429 -3.450  0.213
H -5.211 5.865 -4.273  0.473
H -4.412 6.048 -2.753  0.324
H -1.495 7.167 -2.570  0.374
C -1.305 7.174 4.889  -1.854
C -1.011 5.748 5.333  1.835
C -2.164 5.000 5.989  -1.148
C -3.297 4.810 5.026  -0.997
C -2.863 4.028 3.850  -0.856
C -1.667 4.544 3.064  2.391
N -0.628 4.872 4.110  0.158
O 0.552 5.381 3.498  -0.411
C -1.087 3.387 2.239  -0.983
C -2.086 5.749 2.155  -1.919
C 0.246 5.722 6.179  -2.022
H -2.278 7.540 4.575  0.307
H -0.579 7.455 4.109  0.331
H -1.027 7.818 5.697  0.520
H -1.709 4.062 6.255  0.281
H -2.471 5.548 6.873  0.448
H -3.721 5.781 4.800  0.396
H -4.199 4.359 5.480  0.422
H -3.685 3.917 3.173  0.197
H -2.646 3.012 4.169  -0.090
H -1.803 3.098 1.457  -0.281
H -0.228 3.883 1.696  -0.031
H -0.723 2.525 2.802  0.295
H -2.661 6.419 2.745  0.488
H -1.281 6.266 1.658  0.414
H -2.715 5.291 1.419  0.522
H 0.999 6.482 5.898  0.375
H 0.736 4.775 6.173  0.429
H -0.048 5.998 7.202  0.454
H 0.188 5.979 2.799  0.370
C -1.999 -2.186 -4.243  -0.973
C -3.176 -1.366 -3.784  2.103
C -4.108 -1.009 -4.953  -1.813
C -4.985 -2.248 -5.377  -0.844
C -5.721 -2.730 -4.183  -1.619
C -4.877 -3.049 -2.983  1.805
N -4.014 -1.874 -2.692  0.315
O -3.171 -2.142 -1.531  1.639
C -5.854 -3.168 -1.736  -1.793
C -4.099 -4.402 -3.065  -1.528
C -2.621 0.031 -3.254  -1.631
H -1.214 -1.573 -4.624  0.295
H -2.169 -2.944 -5.062  0.263
H -1.629 -2.687 -3.362  -0.345
H -4.795 -0.197 -4.614  0.407
H -3.585 -0.517 -5.776  0.481
H -4.268 -3.045 -5.684  0.292
H -5.530 -2.047 -6.300  0.437
H -6.367 -3.596 -4.347  0.453
H -6.406 -1.979 -3.800  0.405
H -6.163 -2.227 -1.361  0.383
H -6.773 -3.597 -2.069  0.507
H -5.516 -3.761 -0.892  0.120
H -3.404 -4.507 -2.248  0.001
H -4.750 -5.261 -3.063  0.608
H -3.539 -4.657 -3.977  0.298
H -2.050 0.499 -4.024  0.742
H -2.066 -0.007 -2.295  -0.692
H -3.428 0.699 -3.024  0.492
H -3.599 -1.574 -0.824  -0.085
C 6.710 3.834 -2.238  -1.728
C 6.509 3.003 -1.016  1.344
C 7.336 3.370 0.245  -1.219
C 6.740 4.593 0.942  -0.644
C 5.252 4.400 1.205  -1.440
C 4.401 4.071 -0.066  1.898
N 5.076 2.894 -0.616  1.119
O 4.436 2.413 -1.836  -0.475
C 3.044 3.689 0.452  -2.018
C 4.252 5.275 -1.087  -2.000
C 6.942 1.525 -1.324  -1.904
H 6.392 4.899 -2.293  0.252
H 6.226 3.351 -3.041  0.385
H 7.729 3.878 -2.504  0.494
H 7.317 2.478 0.851  0.411
H 8.392 3.555 -0.015  0.365
H 6.847 5.432 0.255  0.280
H 7.166 4.821 1.967  0.417
H 4.811 5.299 1.586  0.485
H 5.076 3.575 1.903  0.358
H 2.382 3.357 -0.315  0.295
H 3.168 2.925 1.224  0.018
H 2.605 4.529 1.001  0.600
H 5.122 5.860 -1.164  0.492
H 3.982 4.979 -2.101  0.360
H 3.502 5.917 -0.589  0.425
H 6.484 1.346 -2.290  0.451
H 6.568 0.895 -0.525  0.329
H 8.006 1.430 -1.345  0.458
H 4.136 1.548 -1.624  0.176
C -1.465 -6.857 5.325  -2.306
C -1.449 -5.931 4.091  2.445
C -0.304 -6.369 3.213  -2.384
C -0.355 -5.877 1.755  1.117
C -1.724 -6.228 1.183  -0.977
C -2.883 -5.663 2.017  2.442
N -2.697 -6.272 3.306  -0.080
O -3.815 -5.959 4.197  -0.543
C -3.018 -4.168 1.825  -0.364
C -4.142 -6.309 1.468  -2.090
C -1.295 -4.451 4.471  -1.788
H -2.274 -6.615 6.032  0.332
H -0.478 -6.696 5.799  0.387
H -1.614 -7.856 5.009  0.558
H 0.552 -6.162 3.813  0.581
H -0.502 -7.415 3.129  0.554
H 0.402 -6.277 1.133  0.836
H -0.118 -4.776 1.706  -0.969
H -1.892 -7.313 1.131  0.489
H -1.802 -5.796 0.202  -0.506
H -3.656 -3.820 2.641  0.459
H -2.100 -3.584 1.767  -0.817
H -3.535 -4.000 0.877  -0.238
H -4.189 -7.373 1.847  0.500
H -5.168 -5.881 1.816  0.222
H -4.090 -6.294 0.384  0.379
H -1.357 -3.845 3.604  -0.097
H -0.401 -4.260 4.999  0.726
H -2.120 -4.141 5.090  0.701
H -3.729 -5.013 4.398  0.407
C -1.570 0.420 5.430  -1.465
C -0.831 -0.899 5.567  1.691
C 0.600 -0.635 5.897  -1.276
O -1.483 -1.612 6.611  -0.703
H -2.637 0.381 5.664  0.470
H -1.430 0.729 4.412  0.096
H -1.189 1.090 6.166  0.345
H -0.906 -1.368 4.582  -0.387
H 1.198 -1.539 6.019  0.502
H 0.658 -0.087 6.837  0.346
H 1.123 -0.055 5.065  0.051
H -1.086 -2.483 6.848  0.350
C 5.149 -5.625 1.293  -1.661
C 3.763 -5.168 1.711  1.204
C 3.636 -4.756 3.150  -1.022
O 3.283 -4.048 1.014  -0.070
H 5.295 -5.679 0.178  0.226
H 5.366 -6.579 1.746  0.460
H 5.866 -4.913 1.635  0.391
H 3.052 -5.989 1.432  -0.097
H 4.239 -3.863 3.311  0.092
H 3.965 -5.492 3.910  0.446
H 2.565 -4.553 3.313  0.019
H 3.596 -4.074 0.048  -0.218
C 1.100 -6.329 -3.802  -1.762
C 0.603 -5.004 -3.369  0.626
C -0.132 -4.909 -2.058  -0.112
O 1.761 -4.138 -3.310  -0.401
H 1.678 -6.283 -4.690  0.485
H 0.264 -7.030 -3.846  0.412
H 1.837 -6.680 -3.035  0.271
H -0.031 -4.565 -4.118  0.125
H -0.424 -3.876 -1.917  -0.512
H 0.533 -5.171 -1.216  -0.106
H -1.026 -5.474 -2.048  0.676
H 1.599 -3.198 -3.492  -0.363
C -0.127 -1.750 0.741  -0.797
C 0.260 -0.600 -0.164  1.802
C -0.013 0.806 0.485  0.034
O 1.599 -0.696 -0.567  1.115
H 0.291 -2.687 0.336  -0.176
H -1.239 -1.866 0.822  -0.216
H 0.262 -1.570 1.731  0.502
H -0.391 -0.585 -1.013  -0.669
H 0.855 1.048 1.101  -0.154
H -0.899 0.858 1.161  -0.276
H -0.137 1.579 -0.277  -0.479
H 2.226 -0.998 0.156  -1.316
C 4.849 -2.193 -1.515  -0.768
C 4.642 -3.433 -2.460  1.603
C 5.932 -3.906 -3.011  -1.976
O 3.957 -4.488 -1.806  -0.415
H 5.529 -2.425 -0.691  0.409
H 3.927 -1.796 -1.138  -0.629
H 5.353 -1.494 -2.182  0.729
H 4.051 -3.053 -3.282  -0.464
H 5.634 -4.704 -3.717  0.465
H 6.629 -4.291 -2.287  0.416
H 6.520 -3.162 -3.625  0.304
H 3.085 -4.570 -2.229  0.385
C 1.985 -1.188 -5.295  -1.982
C 2.200 -0.718 -3.898  1.070
C 1.891 0.777 -3.741  -1.020
O 1.564 -1.610 -3.060  2.876
H 0.992 -0.909 -5.676  0.295
H 2.057 -2.274 -5.465  0.370
H 2.603 -0.631 -6.052  0.348
H 3.307 -0.834 -3.808  -0.068
H 0.908 0.916 -4.250  -0.121
H 2.648 1.262 -4.402  0.423
H 1.918 1.138 -2.740  0.073
H 1.721 -1.226 -2.191  -1.101
C 4.126 0.447 1.577  0.131
C 4.076 -0.894 2.283  0.905
C 4.208 -0.770 3.765  -1.803
O 2.817 -1.495 1.878  0.738
H 3.139 0.941 1.647  -0.465
H 4.320 0.347 0.483  -0.693
H 4.916 1.137 1.968  0.543
H 4.911 -1.501 1.991  0.049
H 4.072 -1.740 4.275  0.294
H 3.579 -0.006 4.256  0.303
H 5.229 -0.518 4.088  0.480
H 3.032 -2.430 1.723  -0.356
C -4.687 0.263 1.997  -1.211
C -5.190 0.763 0.623  0.517
C -4.708 2.145 0.289  -0.892
O -4.634 -0.154 -0.349  -0.773
H -3.625 0.099 2.021  0.063
H -5.171 -0.631 2.390  0.436
H -4.897 1.079 2.765  0.349
H -6.295 0.720 0.568  0.236
H -3.606 2.163 0.407  -0.246
H -4.990 2.833 1.127  0.352
H -4.976 2.512 -0.676  0.562
H -4.992 -0.053 -1.238  -0.084

Values from the calculation:
ΔE to the lowest compared entry with this formula, charge and spin: 45.1 kcal/mol
LUMO energy: 0.5 eV
frontier orbital gap: 8.87 eV
energy: -108192.795 eV
maximum force: 3.095 eV/A